## one
A 2-piece molecular cluster, C5H5N overall. Source: the OMol25 dataset; level of theory: ωB97M-V/def2-TZVPD.

Results
Highest occupied orbital energy (alpha / beta) (eV): -8.24 / -8.24
Orbital gap (alpha / beta) (eV): 7.75 / 7.75
Lowest unoccupied orbital energy (alpha / beta) (eV): -0.491 / -0.491

Geometry as ORCA input:
```
! wB97M-V def2-TZVPD RIJCOSX def2/J DEFGRID3
* xyz 0 1
C -0.739 1.030 -1.380
C 0.536 1.127 -1.704
C -0.035 -1.828 0.690
C -0.369 0.224 1.156
C -0.885 -1.172 1.515
N 0.656 -0.670 0.869
H 1.396 1.466 -1.148
H 0.611 1.027 -2.744
H 0.039 -2.789 0.330
H -1.052 0.690 0.414
H -0.158 0.896 2.001
*
```

---

## two
One molecule with the formula C5H5N. Source: the OMol25 dataset; level of theory: ωB97M-V/def2-TZVPD.

Results
Highest occupied orbital energy (alpha / beta) (eV): -8.56 / -8.56
Orbital gap (alpha / beta) (eV): 7.39 / 7.39
Lowest unoccupied orbital energy (alpha / beta) (eV): -1.172 / -1.174

Geometry as ORCA input:
```
! wB97M-V def2-TZVPD RIJCOSX def2/J DEFGRID3
* xyz 0 1
C -1.451 -1.005 0.102
C -0.953 0.379 -0.160
C 0.382 0.666 -0.370
C 1.579 0.398 -0.803
C 2.802 0.546 -0.150
N 3.865 0.630 0.321
H -1.241 -1.313 1.133
H -0.935 -1.708 -0.560
H -2.531 -1.064 -0.049
H 0.135 1.260 0.620
H -1.653 1.210 -0.084
*
```

---

## three
One molecule with the formula C5H5N. Source: the OMol25 dataset; level of theory: ωB97M-V/def2-TZVPD.

Results
Highest occupied orbital energy (eV): -9.83
SMILES: C=C=C(C)C#N
Orbital gap (eV): 10.27
Lowest unoccupied orbital energy (eV): 0.445

Geometry as ORCA input:
```
! wB97M-V def2-TZVPD RIJCOSX def2/J DEFGRID3
* xyz 0 1
C 0.884 1.279 -1.889
C 1.453 0.598 1.598
C 0.973 0.395 0.364
C 0.277 0.501 -0.801
C -0.886 -0.304 -1.233
N 1.325 1.648 -2.890
H 2.329 0.032 1.893
H 0.950 1.260 2.216
H -1.404 0.133 -2.209
H -1.641 -0.149 -0.320
H -0.842 -1.359 -1.284
*
```

---

What is the stability order? It is three, two, one, from most stable to least stable.

---

## one
One molecule with the formula CH5NO. Source: the OMol25 dataset; level of theory: ωB97M-V/def2-TZVPD.

Results
Highest occupied orbital energy (eV): -8.94
SMILES: NCO
Orbital gap (eV): 10.05
Lowest unoccupied orbital energy (eV): 1.108

Geometry as ORCA input:
```
! wB97M-V def2-TZVPD RIJCOSX def2/J DEFGRID3
* xyz 0 1
N -0.911 -0.460 -0.633
C -0.224 0.329 0.354
O 1.176 0.146 0.379
H -1.907 -0.538 -0.510
H -0.559 -1.210 -1.197
H -0.545 0.046 1.397
H -0.329 1.384 0.105
H 1.581 0.198 -0.488
*
```

---

## two
A 2-piece molecular cluster, CH5NO overall. Source: the OMol25 dataset; level of theory: ωB97M-V/def2-TZVPD.

Results
Highest occupied orbital energy (eV): -9.15
SMILES: C=N.O
Orbital gap (eV): 9.12
Lowest unoccupied orbital energy (eV): -0.031

Geometry as ORCA input:
```
! wB97M-V def2-TZVPD RIJCOSX def2/J DEFGRID3
* xyz 0 1
C -1.529 -0.325 -0.237
N -0.394 0.334 -0.205
H -1.685 -1.126 0.510
H -2.339 0.030 -0.895
H -0.171 -0.726 -0.654
H 2.514 0.964 0.958
H 1.317 0.512 0.286
O 2.288 0.337 0.237
*
```

---

What is the stability order? It is one, two, from most stable to least stable.

---

## one
A 2-piece molecular cluster, C3Cl3O overall. Source: the OMol25 dataset; level of theory: ωB97M-V/def2-TZVPD.

Results
Highest occupied orbital energy (alpha / beta) (eV): -15.43 / -15.49
Orbital gap (alpha / beta) (eV): 6.10 / 6.24
Lowest unoccupied orbital energy (alpha / beta) (eV): -9.325 / -9.248

Geometry as ORCA input:
```
! wB97M-V def2-TZVPD RIJCOSX def2/J DEFGRID3
* xyz 1 1
C -1.267 0.587 0.291
C -0.385 1.483 -0.425
C -0.760 -0.165 -0.936
O -0.422 0.919 -1.653
Cl -2.080 0.516 1.740
Cl 2.120 1.736 0.459
Cl -0.014 -1.639 -1.157
*
```

---

## two
An isolated ion of composition C3Cl3O and charge +1. Source: the OMol25 dataset; level of theory: ωB97M-V/def2-TZVPD.

Results
Highest occupied orbital energy (eV): -14.55
Orbital gap (eV): 7.89
Lowest unoccupied orbital energy (eV): -6.657

Geometry as ORCA input:
```
! wB97M-V def2-TZVPD RIJCOSX def2/J DEFGRID3
* xyz 1 1
C -0.725 0.802 -0.096
C 1.233 0.129 0.107
C -0.720 -0.551 -0.098
O 0.625 -1.031 -0.059
Cl -1.541 2.169 0.015
Cl 2.815 0.320 0.004
Cl -1.958 -1.664 0.038
*
```

---

What is the stability order? It is two, one, from most stable to least stable.

---

## one
A 2-piece molecular cluster, C4H9O2 overall. Source: the OMol25 dataset; level of theory: ωB97M-V/def2-TZVPD.

Results
Highest occupied orbital energy (eV): -3.90
Orbital gap (eV): 7.93
Lowest unoccupied orbital energy (eV): 4.026

Geometry as ORCA input:
```
! wB97M-V def2-TZVPD RIJCOSX def2/J DEFGRID3
* xyz -1 1
C -1.201 -1.144 -0.786
C -2.107 -0.232 -1.629
H -1.523 -2.185 -0.788
H -0.161 -1.151 -1.136
H -1.029 -0.729 0.208
H -1.811 0.811 -1.479
H -3.122 -0.286 -1.242
H -1.975 -0.457 -2.687
C 2.172 1.331 1.347
C 1.439 -0.032 1.445
O 0.604 -0.141 2.359
O 1.739 -0.865 0.560
H 1.923 1.743 0.368
H 3.259 1.262 1.407
H 1.793 2.074 2.053
*
```

---

## two
A 2-piece molecular cluster, C4H9O2 overall. Source: the OMol25 dataset; level of theory: ωB97M-V/def2-TZVPD.

Results
Highest occupied orbital energy (eV): -3.66
Orbital gap (eV): 7.70
Lowest unoccupied orbital energy (eV): 4.044

Geometry as ORCA input:
```
! wB97M-V def2-TZVPD RIJCOSX def2/J DEFGRID3
* xyz -1 1
C -1.871 1.138 -0.844
C -1.142 1.361 0.498
H -2.921 1.041 -0.587
H -1.788 2.072 -1.401
H -1.478 0.256 -1.325
H -1.345 2.346 0.961
H -1.520 0.684 1.259
H -0.055 1.376 0.546
C 2.271 -1.145 -0.047
C 0.975 -1.917 0.304
O 0.623 -1.663 1.496
O 0.377 -2.654 -0.500
H 2.436 -0.846 -1.088
H 3.133 -1.793 0.152
H 2.305 -0.257 0.575
*
```

---

What is the stability order? It is one, two, from most stable to least stable.

---

## one
An isolated ion of composition C4H9O2 and charge -1. Source: the OMol25 dataset; level of theory: ωB97M-V/def2-TZVPD.

Results
Highest occupied orbital energy (eV): -2.22
SMILES: [O-]CCCCO
Orbital gap (eV): 6.35
Lowest unoccupied orbital energy (eV): 4.127

Geometry as ORCA input:
```
! wB97M-V def2-TZVPD RIJCOSX def2/J DEFGRID3
* xyz -1 1
C 0.484 1.190 -1.162
O -0.598 1.955 -1.211
C 0.032 -0.417 -1.156
C 0.181 -0.993 0.248
C -0.816 -0.365 1.209
O -0.182 0.137 2.418
H 1.163 1.370 -0.296
H 1.083 1.171 -2.113
H 0.646 -0.947 -1.883
H -1.014 -0.208 -1.365
H 1.192 -0.849 0.645
H 0.107 -2.092 0.213
H -1.295 0.516 0.783
H -1.602 -1.038 1.555
H 0.619 0.572 2.115
*
```

---

## two
A 2-piece molecular cluster, C4H9O2 overall. Source: the OMol25 dataset; level of theory: ωB97M-V/def2-TZVPD.

Results
Highest occupied orbital energy (eV): -2.23
Orbital gap (eV): 5.78
Lowest unoccupied orbital energy (eV): 3.551

Geometry as ORCA input:
```
! wB97M-V def2-TZVPD RIJCOSX def2/J DEFGRID3
* xyz -1 1
C -1.574 0.170 -0.666
C -0.425 -0.774 -0.410
C -0.400 -2.033 -0.854
O 0.692 -2.873 -0.546
H -1.237 1.041 -1.204
H -2.352 -0.342 -1.248
H -1.985 0.545 0.294
H 0.427 -0.316 0.203
H -1.257 -2.510 -1.391
H 0.785 -3.534 -1.235
C 1.465 2.137 1.427
O 0.493 1.540 0.655
H 2.467 1.569 1.385
H 1.706 3.154 1.086
H 1.197 2.226 2.504
*
```

---

## three
An isolated ion of composition C4H9O2 and charge -1. Source: the OMol25 dataset; level of theory: ωB97M-V/def2-TZVPD.

Results
Highest occupied orbital energy (eV): -1.93
SMILES: [O-]CCCCO
Orbital gap (eV): 5.81
Lowest unoccupied orbital energy (eV): 3.883

Geometry as ORCA input:
```
! wB97M-V def2-TZVPD RIJCOSX def2/J DEFGRID3
* xyz -1 1
C -0.729 1.100 -1.366
O -1.585 0.054 -1.700
C 0.792 0.413 -1.015
C 1.073 0.270 0.499
C 0.296 -0.989 0.973
O 0.158 -0.881 2.418
H -1.087 1.677 -0.461
H -0.982 1.637 -2.351
H 1.493 0.995 -1.512
H 0.609 -0.568 -1.564
H 0.790 1.013 1.089
H 2.151 0.235 0.767
H -0.688 -1.203 0.452
H 1.054 -1.799 0.808
H -0.526 -0.136 2.486
*
```

---

What is the stability order? It is one, two, three, from most stable to least stable.

---

## one
A 2-piece molecular cluster, CH5IP2 overall. Source: the OMol25 dataset; level of theory: ωB97M-V/def2-TZVPD.

Results
Highest occupied orbital energy (eV): -9.17
Orbital gap (eV): 8.69
Lowest unoccupied orbital energy (eV): -0.478

Geometry as ORCA input:
```
! wB97M-V def2-TZVPD RIJCOSX def2/J DEFGRID3
* xyz 0 1
C -0.405 -0.459 -0.085
P 0.978 0.690 -0.913
P -1.237 0.380 1.330
I 0.288 -2.487 0.300
H -1.643 -0.816 -1.236
H 2.085 0.491 -0.226
H 1.401 -0.298 -1.775
H -0.233 1.002 2.022
H -1.233 1.498 0.584
*
```

---

## two
CH5IP2 as an isolated structure. Source: the OMol25 dataset; level of theory: ωB97M-V/def2-TZVPD.

Results
Highest occupied orbital energy (eV): -7.75
Orbital gap (eV): 8.00
Lowest unoccupied orbital energy (eV): 0.251

Geometry as ORCA input:
```
! wB97M-V def2-TZVPD RIJCOSX def2/J DEFGRID3
* xyz 0 1
C -0.722 -0.642 0.253
P 0.818 0.057 0.694
P -0.880 0.210 -1.416
I -0.950 -2.742 -0.133
H 0.500 1.213 1.480
H 1.503 -0.834 1.407
H 1.835 0.775 -0.035
H -2.169 0.781 -1.330
H 0.064 1.183 -0.921
*
```

---

What is the stability order? It is two, one, from most stable to least stable.

---

## one
An isolated ion of composition C4H8NO3 and charge -1. Source: the OMol25 dataset; level of theory: ωB97M-V/def2-TZVPD.

Results
Highest occupied orbital energy (eV): -4.08
SMILES: N[C@H](CCO)C(=O)[O-]
Orbital gap (eV): 7.94
Lowest unoccupied orbital energy (eV): 3.860

Geometry as ORCA input:
```
! wB97M-V def2-TZVPD RIJCOSX def2/J DEFGRID3
* xyz -1 1
O -2.279 -1.359 0.994
C -1.254 -0.971 1.460
O -0.909 -0.739 2.710
C -0.139 -0.620 0.435
C -0.462 0.812 -0.186
C -0.017 1.097 -1.651
O 1.444 0.821 -1.771
N 1.248 -0.622 0.852
H -0.415 -1.455 -0.270
H -0.087 1.521 0.578
H -1.590 0.957 -0.336
H 0.188 2.086 -2.017
H -0.529 0.362 -2.286
H 1.628 -0.004 -1.177
H 1.338 -0.395 1.729
H 1.834 -1.492 0.938
*
```

---

## two
A 2-piece molecular cluster, C4H8NO3 overall. Source: the OMol25 dataset; level of theory: ωB97M-V/def2-TZVPD.

Results
Highest occupied orbital energy (eV): -4.47
Orbital gap (eV): 8.48
Lowest unoccupied orbital energy (eV): 4.002

Geometry as ORCA input:
```
! wB97M-V def2-TZVPD RIJCOSX def2/J DEFGRID3
* xyz -1 1
C 0.686 -1.152 -3.103
C 0.210 -0.819 -1.618
O 0.063 -1.851 -0.960
O 0.242 0.413 -1.301
H 1.811 -0.975 -3.130
H 0.080 -0.452 -3.705
H 0.381 -2.170 -3.334
C 0.253 0.012 2.298
C -0.810 1.118 2.229
O -1.245 1.585 3.273
N -1.112 1.584 1.017
H -1.504 2.482 0.805
H -0.735 1.115 0.123
H 0.692 -0.575 1.508
H -0.161 -0.662 3.069
H 1.152 0.346 2.830
*
```

---

## three
An isolated ion of composition C4H8NO3 and charge -1. Source: the OMol25 dataset; level of theory: ωB97M-V/def2-TZVPD.

Results
Highest occupied orbital energy (eV): -3.06
SMILES: O=C[C@@H](CO)NC[O-]
Orbital gap (eV): 6.91
Lowest unoccupied orbital energy (eV): 3.854

Geometry as ORCA input:
```
! wB97M-V def2-TZVPD RIJCOSX def2/J DEFGRID3
* xyz -1 1
O -0.003 2.216 -0.269
C -0.352 1.052 -0.419
C 0.644 -0.007 0.091
C 0.411 -0.102 1.604
O 0.670 1.129 2.300
N 0.628 -1.291 -0.592
C -0.749 -1.763 -0.995
O -1.318 -1.029 -1.972
H -1.269 0.708 -0.943
H 1.578 0.520 -0.145
H -0.609 -0.317 1.962
H 1.113 -0.843 1.995
H 0.822 1.809 1.631
H 1.164 -1.127 -1.435
H -1.395 -1.769 -0.098
H -0.509 -2.784 -1.369
*
```

---

## four
A 2-piece molecular cluster, C4H8NO3 overall. Source: the OMol25 dataset; level of theory: ωB97M-V/def2-TZVPD.

Results
Highest occupied orbital energy (eV): -4.72
Orbital gap (eV): 8.78
Lowest unoccupied orbital energy (eV): 4.068

Geometry as ORCA input:
```
! wB97M-V def2-TZVPD RIJCOSX def2/J DEFGRID3
* xyz -1 1
C 2.910 -0.268 -1.633
C 1.405 -0.003 -1.374
O 1.111 1.027 -0.718
O 0.642 -0.905 -1.781
H 3.271 -0.949 -0.871
H 3.513 0.651 -1.468
H 3.089 -0.434 -2.690
C -1.138 1.360 1.214
C -1.683 0.031 1.457
O -2.716 -0.205 2.071
N -0.953 -1.032 0.932
H -1.497 -1.887 0.917
H -0.464 -0.810 0.059
H -0.324 1.699 1.877
H -1.741 2.270 1.299
H -0.572 1.418 0.280
*
```

---

What is the stability order? It is four, two, one, three, from most stable to least stable.

---

## one
An isolated ion of composition C4H8NO3 and charge -1. Source: the OMol25 dataset; level of theory: ωB97M-V/def2-TZVPD.

Results
Highest occupied orbital energy (eV): -3.25
SMILES: O=CN[C@@H](C[O-])CO
Orbital gap (eV): 6.99
Lowest unoccupied orbital energy (eV): 3.731

Geometry as ORCA input:
```
! wB97M-V def2-TZVPD RIJCOSX def2/J DEFGRID3
* xyz -1 1
O -0.731 -1.666 2.332
C -0.091 -1.968 1.322
N 0.353 -1.101 0.397
C -0.086 0.289 0.285
C -1.241 0.430 -0.700
O -0.768 0.499 -2.058
C 1.183 1.212 0.003
O 1.546 1.486 -1.308
H 0.195 -3.015 1.156
H 0.567 -1.546 -0.454
H -0.408 0.586 1.266
H -1.902 -0.439 -0.786
H -1.766 1.385 -0.537
H 0.145 0.942 -1.954
H 2.027 0.731 0.486
H 0.979 2.175 0.548
*
```

---

## two
A 2-piece molecular cluster, C4H8NO3 overall. Source: the OMol25 dataset; level of theory: ωB97M-V/def2-TZVPD.

Results
Highest occupied orbital energy (eV): -4.57
Orbital gap (eV): 8.43
Lowest unoccupied orbital energy (eV): 3.861

Geometry as ORCA input:
```
! wB97M-V def2-TZVPD RIJCOSX def2/J DEFGRID3
* xyz -1 1
C 1.884 1.211 -1.362
C 0.920 2.020 -0.538
O 0.651 3.175 -0.842
N 0.427 1.365 0.549
H -0.069 1.850 1.279
H 0.292 0.360 0.411
H 2.948 1.410 -1.207
H 1.610 1.179 -2.411
H 1.881 0.172 -1.008
C -1.581 -1.912 1.352
C -1.381 -1.707 -0.155
O -0.192 -1.335 -0.427
O -2.321 -1.888 -0.942
H -2.570 -2.306 1.613
H -1.554 -0.943 1.843
H -0.945 -2.652 1.845
*
```

---

## three
A 2-piece molecular cluster, C4H8NO3 overall. Source: the OMol25 dataset; level of theory: ωB97M-V/def2-TZVPD.

Results
Highest occupied orbital energy (eV): -4.62
Orbital gap (eV): 8.47
Lowest unoccupied orbital energy (eV): 3.848

Geometry as ORCA input:
```
! wB97M-V def2-TZVPD RIJCOSX def2/J DEFGRID3
* xyz -1 1
C -0.204 0.631 -2.402
C 0.987 1.161 -1.716
O 1.641 2.120 -2.073
N 1.268 0.637 -0.446
H 2.179 0.814 0.037
H 0.603 -0.065 -0.047
H -0.208 -0.478 -2.094
H -0.261 0.641 -3.436
H -1.015 0.941 -1.853
C -0.732 -0.375 2.351
C -0.592 -1.618 1.428
O -1.053 -2.646 1.916
O -0.284 -1.453 0.203
H -1.725 -0.013 2.456
H 0.122 0.412 2.242
H -0.725 -0.708 3.434
*
```

---

## four
A 2-piece molecular cluster, C4H8NO3 overall. Source: the OMol25 dataset; level of theory: ωB97M-V/def2-TZVPD.

Results
Highest occupied orbital energy (eV): -3.83
Orbital gap (eV): 3.45
Lowest unoccupied orbital energy (eV): -0.381

Geometry as ORCA input:
```
! wB97M-V def2-TZVPD RIJCOSX def2/J DEFGRID3
* xyz -1 1
O 0.685 -1.153 -3.446
C -0.531 -0.678 -3.300
C 0.175 -0.216 0.628
C -1.102 0.540 1.031
O -2.174 0.064 0.425
N 1.382 -0.083 0.888
C 1.657 0.537 2.336
O 1.485 1.811 2.399
H -0.895 -0.675 -2.204
H -1.367 -1.323 -3.719
H -0.996 1.635 0.937
H -1.120 0.300 2.125
H -0.677 0.308 -3.773
H -0.213 -1.143 0.157
H 1.008 -0.088 3.028
H 2.685 0.165 2.488
*
```

---

What is the stability order? It is two, three, one, four, from most stable to least stable.